Record 1
Entry from the Open Molecules 2025 dataset: a molecular structure, C15H19BCaCl2N2O11 in a non-equilibrium geometry (ωB97M-V/def2-TZVPD).

Last column: Löwdin charge in e.
CARTESIAN COORDINATES (ANGSTROEM)
N -2.76427 1.58625 0.40249  0.06
C -2.83018 0.19179 -0.02966  -0.12
C -4.08897 -0.61482 0.46665  0.09
C -4.22272 -2.10438 0.08566  -0.01
C -3.09832 -2.75522 -0.76938  0.01
C -1.84950 -2.02192 -1.31445  0.05
B -0.77717 -2.79905 -2.22863  -0.53
O 0.54427 -2.25567 -2.54950  -0.02
O -1.04597 -4.11266 -2.86394  -0.18
C -1.72086 -0.50708 -0.91151  -0.04
C -0.47534 0.36940 -1.36238  -0.11
C 0.82818 -0.02000 -0.46782  -0.09
C 0.45760 -0.96859 0.77298  -0.37
O -0.11260 -0.58505 1.81707  0.07
O 0.80018 -2.37570 0.67080  0.01
C -3.60781 -4.24821 -0.87789  -0.37
O -3.04960 -5.32950 -1.15685  0.06
N -5.04388 -4.33147 -0.50938  -0.43
Cl -6.17295 -4.63705 -1.76564  0.70
C -5.34702 -3.18571 0.39220  -0.36
O -6.27313 -3.03761 1.20917  0.09
H -3.75034 1.90511 0.43410  0.07
H -2.28980 2.19305 -0.27763  0.06
H -4.90360 -0.13595 1.10288  0.12
H 0.42611 -1.59836 -3.28749  0.09
H -1.78904 -4.03412 -3.51665  0.03
H -0.61300 1.49559 -1.25621  0.11
H -0.21806 0.18099 -2.46988  0.11
H 1.34248 0.91531 -0.03024  0.12
H 1.59095 -0.59091 -1.10912  0.01
H 1.72320 -2.51581 0.97879  0.12
C 3.60201 3.69928 3.30132  -0.02
C 4.04614 2.33330 2.82304  -0.34
C 5.44434 2.31691 2.27519  -0.11
O 5.39771 1.24325 1.34577  0.08
C 4.10651 1.15954 0.91603  -0.53
O 3.74950 0.51770 -0.03365  -0.10
O 3.28081 1.90851 1.69830  0.08
H 4.35617 4.16350 3.94086  0.09
H 3.38559 4.36375 2.46071  0.10
H 2.67713 3.61200 3.87853  0.08
H 3.92413 1.59263 3.62038  0.16
H 6.19179 2.12835 3.04782  0.14
H 5.71300 3.23085 1.73488  0.15
O -3.78000 3.86663 -0.30455  -0.06
H -3.48904 4.34385 0.48377  0.06
H -4.23393 4.53781 -0.82977  0.06
Ca -0.03989 -4.14779 -4.97908  1.11
Cl 3.73440 -0.33929 -2.23216  0.04
O 5.41248 2.92541 -1.67682  -0.21
H 4.85230 2.47114 -1.04911  -0.13

Atoms 1-6, force components in eV/Å:
-0.88 -2.65 -1.53
-0.83 -2.54 -0.15
2.27 -2.25 -1.82
3.55 1.77 -1.30
-1.53 1.62 1.21
-2.54 1.46 2.22

Results
Calculated total energy (eV): -85513.5528
Orbital gap (Eh): 0.071
Net charge: 0
HOMO energy (Eh): -0.22164



Record 2
Entry from the Open Molecules 2025 dataset: a molecular structure, C4H5GdO2 in a non-equilibrium geometry (ωB97M-V/def2-TZVPD).

Last column: Löwdin charge in e.
CARTESIAN COORDINATES (ANGSTROEM)
H -4.26086 -1.87135 1.53796  0.14
O -3.72305 -1.07627 1.58890  0.08
C -2.66799 -1.18002 0.65536  -0.16
C -1.87041 0.05125 0.67262  0.07
C -1.08068 0.95523 0.86080  0.30
H -3.05272 -1.33565 -0.36693  0.18
H -2.00802 -2.03287 0.88984  0.19
H -0.30770 1.67452 1.06796  0.10
C -2.14544 2.86248 -1.91917  -0.33
O -1.93582 1.96576 -2.78534  -0.36
Gd -1.31072 3.91818 -3.90119  1.73
H -2.93070 2.64212 -1.15813  0.05

Atoms 1-6, force components in eV/Å:
-0.33 -0.41 0.09
1.19 0.14 -0.96
-0.88 1.98 1.13
-0.78 -1.93 0.18
0.66 0.51 0.08
0.07 -0.26 -0.23

Results
Calculated total energy (eV): -29134.5469
Orbital gap (alpha / beta) (Eh): 0.301 / 0.110
Net charge: +2
HOMO energy (alpha / beta) (Eh): -0.60839 / -0.56523
Spin multiplicity: 8